# 1
This record from the Open Molecules 2025 dataset describes a cluster of 18 separate species, C54H108O54 in total. The level of theory is wB97M-V/def2-TZVPD.

Each line ends with the Mulliken charge.
Geometry (Å):
C -1.971 0.928 -0.677  -0.41
O -1.272 -0.233 -0.297  1.20
C 0.018 -0.160 0.119  -0.28
O 0.589 0.879 0.379  -0.19
O 0.506 -1.357 0.429  0.37
C 1.862 -1.386 0.923  0.43
H -1.777 1.801 -0.054  0.10
H -3.037 0.720 -0.584  0.02
H -1.724 1.345 -1.653  -0.22
H 1.784 -1.356 2.010  -0.56
H 2.509 -0.594 0.544  0.40
H 2.336 -2.288 0.536  -0.65
C -4.940 5.431 -3.893  -0.55
O -4.153 5.208 -2.752  -0.37
C -3.892 3.948 -2.385  0.12
O -4.177 2.961 -2.993  -0.01
O -3.012 3.891 -1.214  0.28
C -2.661 5.110 -0.564  -0.76
H -4.562 4.933 -4.785  0.09
H -4.873 6.473 -4.206  0.32
H -6.011 5.260 -3.784  0.29
H -1.878 4.902 0.165  0.08
H -3.473 5.586 -0.013  0.30
H -2.232 5.755 -1.330  0.41
C -10.593 2.291 -7.537  -0.65
O -9.748 2.166 -6.447  -0.31
C -8.424 2.048 -6.612  0.66
O -7.769 2.006 -7.686  -0.60
O -7.816 1.935 -5.349  -0.36
C -6.457 2.253 -5.113  -0.39
H -11.470 1.700 -7.273  0.24
H -10.126 1.815 -8.400  0.35
H -10.831 3.348 -7.653  0.24
H -6.209 2.308 -4.053  0.25
H -6.171 3.167 -5.632  0.28
H -5.869 1.457 -5.570  0.20
C 6.050 0.484 -1.427  -0.44
O 4.669 0.883 -1.577  -0.06
C 4.037 0.363 -2.615  0.45
O 4.504 -0.062 -3.719  -0.68
O 2.742 0.571 -2.371  0.23
C 1.700 0.256 -3.245  -0.15
H 6.818 0.862 -2.102  0.34
H 6.248 -0.586 -1.368  0.20
H 6.309 0.801 -0.417  -0.01
H 0.813 0.842 -3.006  -0.30
H 1.507 -0.796 -3.034  0.08
H 1.865 0.487 -4.297  0.47
C -4.526 -1.321 -3.264  0.22
O -5.491 -2.030 -2.614  -0.41
C -6.185 -1.520 -1.579  0.84
O -6.138 -0.374 -1.164  -0.48
O -7.062 -2.431 -1.195  -0.39
C -8.140 -2.140 -0.261  -0.50
H -4.005 -2.069 -3.862  0.33
H -3.847 -0.868 -2.541  -0.30
H -4.968 -0.474 -3.789  0.11
H -8.691 -1.241 -0.535  0.29
H -7.770 -2.046 0.761  0.12
H -8.874 -2.941 -0.177  0.28
C 7.282 -4.204 6.253  -0.69
O 6.695 -3.067 5.673  -0.31
C 5.389 -3.123 5.373  0.78
O 4.568 -4.005 5.732  -0.64
O 5.014 -2.125 4.606  -0.26
C 3.814 -2.023 3.928  0.60
H 7.042 -5.102 5.684  0.27
H 7.000 -4.175 7.306  0.30
H 8.356 -4.077 6.122  0.26
H 4.024 -2.654 3.064  -0.45
H 3.553 -1.013 3.614  -0.36
H 3.046 -2.542 4.503  0.48
C 5.594 1.855 2.070  0.04
O 4.884 3.105 2.034  -0.44
C 3.637 3.319 2.564  0.36
O 3.025 4.392 2.369  -0.62
O 3.141 2.194 3.056  0.49
C 1.811 2.169 3.341  -0.60
H 6.387 1.996 1.336  0.31
H 5.081 0.977 1.677  -0.17
H 5.982 1.670 3.072  0.01
H 1.525 1.449 4.107  -0.16
H 1.262 1.959 2.423  -0.01
H 1.515 3.160 3.687  0.67
C 6.103 -9.870 -4.340  -0.73
O 5.751 -8.660 -3.753  -0.38
C 4.527 -8.213 -3.717  0.84
O 3.562 -8.727 -4.232  -0.61
O 4.555 -7.143 -3.066  -0.28
C 3.301 -6.376 -2.932  -0.64
H 7.155 -9.955 -4.614  0.26
H 5.449 -10.069 -5.189  0.32
H 5.944 -10.775 -3.754  0.29
H 2.676 -6.554 -2.056  0.24
H 2.764 -6.648 -3.841  0.43
H 3.724 -5.372 -2.930  0.21
C -4.612 2.787 -8.707  -0.64
O -4.061 1.889 -7.736  -0.32
C -3.320 2.447 -6.751  0.85
O -3.248 3.642 -6.490  -0.66
O -2.707 1.446 -6.144  -0.41
C -1.910 1.624 -4.975  0.04
H -4.253 2.393 -9.658  0.32
H -4.328 3.839 -8.734  0.32
H -5.688 2.681 -8.842  0.19
H -2.460 1.977 -4.103  -0.19
H -1.114 2.358 -5.103  0.38
H -1.435 0.681 -4.706  0.07
C 0.813 7.023 -4.210  -0.73
O 1.148 6.317 -3.006  -0.34
C 0.753 5.102 -2.741  0.84
O 0.220 4.318 -3.499  -0.62
O 1.092 4.812 -1.490  -0.36
C 1.188 3.458 -0.958  0.51
H -0.190 7.441 -4.127  0.31
H 0.811 6.507 -5.170  0.31
H 1.474 7.889 -4.182  0.27
H 2.000 2.988 -1.514  0.27
H 0.299 2.910 -1.270  -0.01
H 1.411 3.438 0.108  -0.58
C -0.639 -3.435 3.269  -0.98
O -1.124 -2.102 3.263  -0.24
C -0.291 -1.183 3.819  0.43
O 0.783 -1.464 4.276  -0.54
O -0.770 0.108 3.650  -0.24
C -2.105 0.499 3.450  -0.15
H 0.430 -3.644 3.236  0.31
H -1.229 -3.983 2.535  0.37
H -1.046 -4.077 4.050  0.46
H -2.683 -0.294 3.925  0.15
H -2.302 0.478 2.378  -0.10
H -2.183 1.469 3.940  0.33
C -3.638 -1.788 1.125  1.36
O -4.170 -2.180 2.325  -0.37
C -5.362 -1.637 2.694  0.55
O -5.886 -0.660 2.220  -0.39
O -5.878 -2.201 3.795  -0.41
C -5.145 -3.210 4.490  -0.59
H -4.119 -2.140 0.211  0.31
H -2.632 -2.202 1.193  -0.75
H -3.614 -0.702 1.045  -0.66
H -5.009 -4.141 3.940  0.27
H -5.728 -3.313 5.405  0.32
H -4.191 -2.845 4.871  0.16
C 3.309 -7.712 0.892  -0.64
O 2.215 -6.953 1.397  -0.13
C 2.007 -6.712 2.635  0.94
O 0.972 -6.107 3.029  -0.68
O 2.947 -7.204 3.433  -0.39
C 3.041 -6.890 4.738  -0.67
H 3.509 -8.569 1.535  0.39
H 4.250 -7.165 0.833  0.13
H 3.099 -8.039 -0.126  0.24
H 2.549 -7.716 5.252  0.29
H 2.541 -5.937 4.913  0.33
H 4.095 -6.846 5.012  0.19
C 0.700 6.479 2.074  -0.51
O 1.350 7.623 1.594  -0.24
C 1.439 8.750 2.419  0.67
O 0.917 8.878 3.522  -0.58
O 2.145 9.660 1.782  -0.31
C 2.209 10.958 2.270  -0.72
H 1.031 5.587 1.542  0.05
H -0.389 6.505 2.045  0.33
H 0.869 6.371 3.146  0.43
H 3.040 11.029 2.972  0.29
H 1.351 11.336 2.826  0.33
H 2.344 11.722 1.505  0.27
C 5.894 -4.513 1.581  -0.44
O 4.809 -4.658 0.664  0.04
C 4.519 -3.556 -0.136  0.33
O 4.974 -2.400 -0.007  -0.51
O 3.565 -3.911 -0.929  0.32
C 3.031 -3.119 -1.968  -0.61
H 6.735 -4.022 1.092  0.34
H 6.257 -5.499 1.872  0.24
H 5.502 -3.940 2.421  -0.09
H 2.797 -2.082 -1.726  -0.37
H 2.148 -3.651 -2.322  0.34
H 3.724 -3.179 -2.807  0.62
C 6.631 3.045 5.417  -0.77
O 5.904 1.873 5.820  -0.27
C 4.636 1.998 5.972  0.91
O 3.884 3.000 6.002  -0.61
O 4.267 0.684 6.405  -0.30
C 2.914 0.423 6.858  -0.65
H 7.638 2.940 5.012  0.24
H 6.847 3.557 6.355  0.33
H 5.988 3.659 4.786  0.36
H 2.220 1.152 6.439  0.27
H 2.809 0.408 7.943  0.33
H 2.517 -0.541 6.537  0.19
C -0.918 -2.029 -3.293  -0.24
O -0.280 -3.080 -2.578  -0.30
C -0.869 -3.672 -1.535  0.86
O -1.943 -3.289 -1.030  -0.69
O -0.027 -4.673 -1.122  -0.26
C -0.358 -5.356 0.163  -0.54
H -0.782 -1.106 -2.730  -0.09
H -1.978 -2.264 -3.380  0.11
H -0.473 -2.095 -4.286  0.38
H 0.109 -6.328 0.317  0.27
H -1.441 -5.450 0.246  0.39
H 0.099 -4.904 1.043  0.03
C -5.316 2.282 0.849  -0.10
O -4.493 3.379 1.304  -0.31
C -3.921 3.383 2.537  0.76
O -4.143 2.631 3.473  -0.65
O -3.087 4.532 2.534  -0.26
C -2.156 4.738 3.578  -0.64
H -4.758 1.346 0.841  -0.25
H -5.676 2.602 -0.129  0.13
H -6.145 2.177 1.549  0.56
H -2.635 4.663 4.555  0.37
H -1.766 5.756 3.577  0.33
H -1.317 4.045 3.534  0.12

Summary:
ΔE to the lowest compared entry with this formula, charge and spin ... 113.5 kcal per mole
Net charge ... 0
LUMO level ... 0.289 eV
DFT total energy ... -6185.174111 Ha
Highest occupied orbital energy ... -10.35 eV


# 2
This record from the Open Molecules 2025 dataset describes the molecule C3H10N4O. The level of theory is wB97M-V/def2-TZVPD.

Each line ends with the natural charge from an NBO analysis.
Geometry (Å):
N 1.345 0.910 -1.056  -0.86
C 1.330 -0.234 -0.219  0.28
N 2.494 -0.382 0.595  -0.84
N 0.117 -0.298 0.784  -0.65
C -1.173 -0.139 0.341  0.52
N -2.136 -0.075 1.345  -0.80
C -1.602 -0.569 -1.012  -0.12
O -1.373 0.812 -0.996  -0.65
H 0.382 1.066 -1.468  0.42
H 1.563 1.748 -0.524  0.34
H 1.178 -1.124 -0.834  0.17
H 3.167 -1.008 0.177  0.38
H 2.936 0.504 0.799  0.36
H 0.319 0.206 1.642  0.37
H -1.917 0.537 2.118  0.37
H -3.071 0.079 0.998  0.39
H -0.908 -1.178 -1.589  0.17
H -2.651 -0.854 -1.101  0.17

Summary:
ΔE to the lowest compared entry with this formula, charge and spin ... 57.8 kcal per mole
Net charge ... 0
LUMO level ... 1.002 eV
DFT total energy ... -414.521198 Ha
Highest occupied orbital energy ... -8.65 eV
SMILES ... NC(N)N[C@]1(N)CO1


> Among the records above, which one has the lowest LUMO level?

C54H108O54